Record 1
{
  "formula": "C23H14BrCl4N2O2Pd",
  "method": "ωB97M-V/def2-TZVPD",
  "species": ["C", "C", "H", "C", "H", "C", "C", "C", "Cl", "H", "C", "Br", "H", "C", "C", "N", "H", "H", "C", "C", "C", "Pd", "N", "C", "C", "H", "C", "C", "C", "O", "H", "H", "C", "H", "Cl", "H", "H", "C", "C", "H", "C", "Cl", "H", "O", "Cl", "C", "C"],
  "xyz": [[2.02600, 1.14218, 4.80322], [1.60933, -0.91199, 3.59856], [0.41324, -6.42178, -0.65869], [0.39470, 2.03160, 1.63315], [2.59143, -0.82150, 5.48261], [1.92006, 0.18933, -1.15253], [-1.34559, -5.50804, 0.18256], [-2.02685, -4.32995, 0.43941], [-2.04589, -7.02154, 0.66536], [1.80193, -0.29542, -2.11615], [-1.25183, -0.01034, -2.87090], [2.72510, 1.99381, 6.32729], [-2.19896, 0.13007, -4.79435], [0.98757, -0.19618, 2.55610], [-0.76526, 4.73787, -1.56737], [-0.79395, 0.61506, -1.80963], [-2.25924, 2.61716, -4.74659], [-2.98883, -4.34055, 0.92985], [-0.33683, 2.58844, -0.56611], [-1.34421, 2.74903, -2.79398], [0.44266, -4.29238, -0.82715], [0.18464, -0.21762, -0.23011], [0.12070, 1.66854, 0.41432], [-1.85173, 2.05324, -3.91711], [2.11665, -0.25853, 4.69012], [0.23088, 3.07620, 1.88825], [-1.81865, 0.68679, -3.95098], [-1.44738, -3.13607, 0.04673], [-0.20391, -3.07328, -0.58375], [0.41374, -0.86481, 1.59571], [2.02291, 1.26786, -1.17967], [-1.16630, -1.09026, -2.86878], [-0.26399, 3.95755, -0.50654], [-0.71187, 5.81460, -1.48901], [1.98709, -4.27271, -1.61161], [1.36509, 2.94499, 3.88709], [1.65889, -1.98894, 3.51758], [1.43627, 1.86748, 3.81074], [-0.83555, 1.98041, -1.73506], [-1.70427, 4.76047, -3.48757], [-1.31042, 4.15672, -2.68105], [3.14886, -0.54061, -0.19822], [0.17959, 4.46036, 0.34170], [0.40606, -1.95827, -0.98934], [-2.33301, -1.65642, 0.32317], [0.93305, 1.21714, 2.65662], [-0.11193, -5.49966, -0.45787]],
  "forces_ev_per_a": [[0.0, -0.1, 0.0], [0.0, 0.0, 0.0], [0.0, 0.0, 0.0], [0.1, 0.2, -0.1], [0.0, 0.0, 0.0], [0.5, -0.2, 0.1], [0.0, -0.1, 0.0], [0.1, -0.1, -0.1], [0.1, 0.1, 0.0], [0.0, -0.1, 0.1], [-0.1, -0.1, 0.0], [0.0, 0.0, 0.0], [0.0, 0.0, 0.0], [0.0, 0.1, 0.2], [0.0, -0.1, -0.1], [0.5, -0.1, -0.4], [0.0, 0.0, 0.0], [0.0, 0.0, 0.0], [0.1, 0.0, 0.0], [0.0, 0.0, 0.0], [0.1, -0.1, 0.0], [-1.6, 1.1, 0.8], [-0.2, 0.2, 0.4], [0.0, 0.0, 0.0], [0.0, 0.1, 0.0], [0.0, 0.0, 0.0], [0.0, 0.1, 0.1], [0.0, 0.0, -0.1], [0.2, 0.2, 0.2], [0.7, -0.5, 0.0], [0.0, 0.0, 0.0], [0.1, 0.0, 0.0], [-0.1, -0.1, 0.0], [0.0, 0.0, 0.0], [-0.1, 0.0, 0.1], [0.0, 0.0, 0.0], [0.0, 0.0, 0.0], [0.0, 0.0, 0.0], [-0.1, 0.0, -0.1], [0.0, 0.0, 0.0], [0.0, 0.0, 0.1], [0.1, 0.1, -0.1], [0.0, 0.0, 0.0], [-0.3, -0.8, -0.8], [0.0, 0.1, 0.0], [0.0, 0.0, 0.0], [-0.2, 0.0, 0.1]],
  "gap_ev": 6.0,
  "lumo_energy_ha": -0.173,
  "total_energy_ha": -5687.28093,
  "mol_weight_g_mol": 678.51,
  "charge": 1
}

Record 2
{
  "formula": "C23H14N2O7RuS",
  "method": "ωB97M-V/def2-TZVPD",
  "species": ["C", "H", "C", "H", "O", "H", "Ru", "O", "H", "H", "H", "C", "H", "N", "C", "C", "C", "C", "C", "H", "C", "S", "H", "C", "C", "C", "C", "O", "C", "O", "O", "C", "C", "H", "C", "H", "H", "C", "C", "O", "C", "H", "C", "N", "H", "C", "O", "C"],
  "xyz": [[3.38661, 1.08651, -3.23025], [1.72366, -4.43940, -2.59177], [-5.71395, -0.01166, 0.49563], [3.24325, -2.92102, -3.89965], [2.30017, -1.06830, 1.01367], [-6.75859, -0.00249, 0.78274], [0.00332, -1.17053, 0.80924], [-0.40014, -3.11261, 0.47435], [2.57730, 2.60266, -1.91725], [3.97995, 1.78989, -3.80057], [2.11571, 4.59789, 3.11411], [-3.83299, -1.13994, -0.49254], [-3.40022, -2.00886, -0.97174], [1.01547, -1.56404, -1.05392], [-5.17341, -1.12341, -0.13705], [1.80972, 0.68552, -1.44544], [2.08169, 2.30313, 2.34515], [3.40837, -0.24039, -3.54022], [1.81155, 1.01887, 1.92269], [1.18592, 1.03137, -0.63540], [-4.90508, 1.08165, 0.77060], [-1.33043, -0.05378, -0.77852], [-5.79639, -1.98372, -0.35081], [-3.01420, -0.04548, -0.22179], [-0.41433, 1.21595, 2.51725], [1.80867, -0.69223, -1.75827], [1.79900, -3.37864, -2.40253], [-2.52308, 0.71876, 3.47981], [2.84003, -0.01037, 1.48068], [-1.57535, -0.78089, 2.09896], [4.03051, 0.25121, 1.61171], [1.00176, -2.83066, -1.37703], [-3.56680, 1.06593, 0.40810], [-1.06906, 3.04326, 3.41203], [0.02533, -3.68469, -0.60111], [-5.31130, 1.94641, 1.28090], [3.10448, 2.65936, 2.31614], [2.58100, 1.54888, -2.16557], [1.02100, 3.06933, 2.82362], [1.19183, 4.35343, 3.23309], [-0.24755, 2.51019, 2.95583], [4.02518, -0.61217, -4.35027], [2.62053, -1.16173, -2.80817], [0.57735, 0.53366, 1.95053], [-2.93365, 1.91787, 0.62290], [-1.63842, 0.34019, 2.73004], [-0.27428, -4.78812, -1.01691], [2.60984, -2.54679, -3.10301]],
  "forces_ev_per_a": [[0.0, 0.1, 0.0], [0.0, 0.0, 0.0], [0.0, 0.0, 0.0], [0.0, 0.0, 0.0], [0.2, -0.3, 0.8], [0.0, 0.0, 0.0], [0.2, 0.5, -0.1], [-0.5, -0.1, -0.4], [0.0, 0.0, 0.0], [0.0, 0.0, 0.0], [0.0, 0.0, 0.0], [0.0, -0.1, 0.0], [0.0, 0.0, 0.0], [0.6, 0.0, 0.2], [0.0, 0.0, 0.0], [0.0, -0.1, 0.0], [0.0, -0.1, 0.1], [0.0, -0.1, 0.0], [0.0, -0.1, 0.1], [-0.1, 0.0, 0.0], [0.0, 0.0, 0.0], [-0.1, 0.2, 0.2], [0.0, 0.0, 0.0], [0.0, 0.0, 0.0], [0.0, -0.2, 0.0], [-0.1, -0.1, 0.0], [-0.1, 0.0, 0.0], [0.0, 0.0, -0.1], [0.0, 0.0, -0.3], [0.3, -0.6, 0.8], [-0.1, 0.0, -0.1], [-0.2, 0.1, -0.2], [0.0, 0.0, 0.0], [0.0, 0.0, 0.0], [0.0, 0.0, 0.2], [0.0, 0.0, 0.0], [0.0, 0.0, 0.0], [0.1, 0.0, -0.1], [0.0, 0.0, 0.1], [0.0, 0.0, 0.0], [0.1, -0.1, 0.1], [0.0, 0.0, 0.0], [0.0, 0.0, -0.1], [-0.3, 0.6, -1.2], [0.0, 0.0, 0.0], [-0.2, 0.1, -0.1], [0.1, 0.0, 0.1], [0.0, 0.0, -0.1]],
  "gap_ev": [7.1, 6.9],
  "spin_multiplicity": 2,
  "lumo_energy_ha": [0.078, 0.078],
  "total_energy_ha": -2014.34144,
  "s2": 0.7617,
  "mol_weight_g_mol": 563.51,
  "e_above_lowest_kcal_mol": 23.2,
  "charge": -1
}

Record 3
{
  "formula": "C23H15ErO6P",
  "method": "ωB97M-V/def2-TZVPD",
  "species": ["H", "C", "H", "H", "C", "C", "H", "C", "O", "O", "C", "C", "C", "C", "H", "C", "C", "C", "H", "O", "H", "H", "O", "H", "Er", "C", "C", "O", "C", "O", "C", "C", "C", "C", "H", "P", "H", "H", "C", "C", "H", "H", "C", "H", "C", "C"],
  "xyz": [[0.00036, -0.32417, 3.06095], [1.92126, -1.74021, -0.31120], [-0.05367, 4.60181, 2.58403], [-3.35748, -3.28336, -0.74303], [-0.04331, 3.52534, 2.67278], [0.01038, 2.63224, -3.95186], [-1.12539, -2.23430, -0.96672], [2.55903, 0.00395, 1.24068], [-3.39375, 0.01104, -3.88979], [0.00977, 0.05304, -6.58451], [-3.14471, -2.35567, -0.20067], [0.00783, 0.15357, -5.43977], [-0.01292, 0.76193, 2.96911], [-1.88297, -1.76557, -0.33204], [4.46340, -0.21609, 2.21479], [-0.01172, 1.35224, 1.69753], [-4.09163, -1.82472, 0.68755], [1.59252, -0.56509, 0.38819], [-2.34218, 0.87063, 1.78967], [3.40507, 0.00711, -3.89364], [3.41636, -3.24131, -0.70180], [-0.02973, 1.12074, 5.07075], [0.00624, -3.10235, -3.87827], [-0.02454, 3.19117, 0.53976], [0.00689, 0.35536, -2.93506], [-0.02958, 1.58196, 4.08989], [-1.57602, -0.59037, 0.37642], [0.01097, 3.78165, -4.00199], [4.12174, -1.76645, 0.72749], [-0.00144, 1.16272, -0.97850], [3.79495, -0.60679, 1.44294], [-2.27592, 0.09678, -3.61694], [-0.04343, 2.97093, 3.95350], [-3.78841, -0.66119, 1.40744], [5.03702, -2.31434, 0.96203], [0.00120, 0.26058, 0.31082], [-4.47074, -0.27934, 2.17161], [1.17379, -2.22161, -0.94877], [0.00600, -2.00010, -3.52784], [-0.02643, 2.73597, 1.52800], [2.32335, 0.90501, 1.81161], [-0.05819, 3.59436, 4.85523], [3.18915, -2.31390, -0.16570], [-5.00433, -2.38338, 0.91003], [2.29021, 0.09417, -3.61287], [-2.55899, -0.03400, 1.21818]],
  "forces_ev_per_a": [[0.0, 0.2, 0.2], [0.3, 0.3, -0.2], [0.0, 0.1, -0.1], [0.0, 0.4, 0.3], [0.0, 0.4, 0.4], [0.0, 5.8, 0.1], [-0.1, -0.2, 0.2], [-0.1, 0.2, 0.2], [5.0, 0.4, 1.2], [0.0, 0.4, 4.5], [0.1, -0.2, -0.1], [0.0, -0.6, -5.7], [0.0, 0.4, 0.0], [-0.3, 0.2, -0.2], [-0.1, -0.1, -0.4], [0.0, 0.0, 0.1], [0.5, -0.1, 0.3], [0.2, -0.5, 0.0], [-0.1, -0.4, -0.2], [-4.9, 0.4, 1.2], [0.0, 0.4, 0.3], [0.0, 0.1, 0.0], [0.0, 5.1, 1.6], [0.0, -0.1, 0.2], [0.0, 1.2, 3.0], [0.0, -0.3, 0.0], [-0.3, -0.5, 0.0], [0.0, -4.8, -0.1], [-0.5, -0.1, 0.4], [0.0, -0.7, -2.3], [-0.1, -0.4, -0.2], [-6.6, -0.5, -1.4], [0.0, -0.2, -0.2], [0.1, -0.4, -0.2], [-0.2, 0.3, -0.3], [0.0, 1.3, 1.7], [0.1, -0.1, -0.4], [0.1, -0.2, 0.2], [0.0, -6.4, -1.8], [0.0, -0.1, 0.4], [0.1, -0.4, -0.2], [0.0, -0.2, -0.5], [-0.1, -0.2, -0.1], [0.2, 0.3, -0.3], [6.6, -0.5, -1.4], [0.1, 0.2, 0.2]],
  "gap_ev": [4.2, 4.3],
  "spin_multiplicity": 4,
  "lumo_energy_ha": [-0.473, -0.470],
  "total_energy_ha": -2692.29977,
  "s2": 3.7531,
  "mol_weight_g_mol": 585.60,
  "charge": 3
}

Record 4
{
  "formula": "C23H15F3I2N2O3Pd",
  "method": "ωB97M-V/def2-TZVPD",
  "species": ["H", "C", "C", "C", "H", "F", "O", "C", "C", "C", "C", "C", "I", "I", "C", "C", "C", "O", "H", "H", "C", "H", "C", "H", "H", "C", "H", "Pd", "F", "C", "O", "C", "H", "C", "C", "C", "N", "C", "H", "C", "N", "H", "F", "H", "H", "H", "C", "H", "C"],
  "xyz": [[-1.67114, 1.76263, -1.82524], [-0.46426, -1.07593, -4.05021], [-1.13621, -2.90380, 1.72465], [-2.22445, -3.80829, -0.41172], [-0.08918, -1.89026, -4.65440], [-2.50779, -1.57548, -6.10587], [0.76605, 2.03200, -0.91971], [2.27436, 2.15771, 3.68712], [-0.49745, -3.31313, 4.41454], [-1.90468, -0.38585, -5.96210], [-1.48082, -2.71277, 0.32921], [-1.22898, -4.29026, 3.72372], [1.47631, 4.40392, -2.88816], [4.05019, 6.31576, 2.18591], [2.95847, 4.84155, 1.17206], [-0.09188, -2.16769, 3.78573], [-1.41150, -0.19557, -4.55086], [0.03793, -0.78756, 1.91919], [0.71707, -1.54150, -2.31619], [-1.54767, -5.19467, 4.22306], [-1.36391, 0.95841, -2.47841], [2.43288, 1.89106, 4.72233], [1.56954, 1.27727, 2.84629], [1.17694, 0.33336, 3.19622], [-2.35350, -3.50466, -1.44708], [1.47493, 2.92245, -0.29338], [-1.66870, -4.74607, -0.37160], [0.19189, 0.35866, 0.12263], [-2.78104, 0.55441, -6.32711], [2.74735, 3.33727, 3.18568], [-1.19421, -1.69507, -0.28976], [2.52557, 3.66490, 1.82880], [-0.24957, -3.46629, 5.45819], [2.67211, 5.04118, -0.15249], [-0.39122, -1.90756, 2.41762], [1.93991, 4.08820, -0.87661], [-0.45839, 0.11634, -1.99736], [-0.01534, -0.88241, -2.75971], [3.28992, 4.02854, 3.81699], [1.80117, 2.72558, 1.06887], [1.34685, 1.55794, 1.59009], [0.47347, -1.41329, 4.31857], [-0.88848, -0.35465, -6.83606], [-2.09531, -4.82578, 1.87162], [-2.60819, 1.53811, -4.13219], [3.00896, 5.94167, -0.64659], [-1.53022, -4.07354, 2.40612], [-3.20385, -3.97564, 0.03920], [-1.87396, 0.83879, -3.76159]],
  "forces_ev_per_a": [[0.0, 0.0, 0.0], [0.0, 0.1, 0.0], [0.1, 0.1, 0.2], [0.0, 0.0, 0.1], [0.0, 0.0, 0.0], [-0.1, -0.1, 0.0], [-0.6, -0.9, -0.2], [0.1, 0.1, -0.1], [0.0, 0.0, 0.0], [0.0, 0.0, 0.1], [-0.2, -0.2, -0.2], [0.0, 0.0, 0.1], [0.1, 0.0, 0.1], [-0.1, -0.1, 0.0], [0.1, 0.2, 0.0], [0.0, 0.1, -0.1], [0.0, 0.0, 0.0], [-0.4, -0.5, -0.6], [0.0, 0.0, 0.0], [0.0, 0.0, 0.0], [0.1, 0.1, 0.0], [0.0, 0.0, 0.0], [0.1, 0.0, 0.2], [0.0, 0.0, -0.1], [0.0, 0.0, 0.0], [0.2, 0.2, 0.1], [0.0, 0.0, 0.0], [2.1, 3.1, 0.9], [-0.1, 0.1, 0.0], [0.0, 0.0, 0.0], [-0.3, -0.4, -0.2], [0.0, -0.1, 0.0], [0.0, 0.0, 0.0], [0.0, -0.1, 0.1], [0.0, 0.0, 0.0], [-0.2, 0.0, -0.4], [-0.3, -0.8, 0.4], [0.0, 0.0, -0.1], [0.0, 0.0, 0.0], [0.0, 0.1, 0.0], [-0.7, -0.9, -0.1], [0.0, 0.0, 0.0], [0.1, 0.0, -0.1], [0.0, 0.0, 0.0], [0.0, 0.0, 0.0], [0.0, 0.0, 0.0], [0.0, 0.1, -0.1], [0.0, 0.0, 0.0], [0.0, 0.0, -0.1]],
  "gap_ev": 6.7,
  "lumo_energy_ha": -0.036,
  "total_energy_ha": -2243.56625,
  "mol_weight_g_mol": 784.61,
  "e_above_lowest_kcal_mol": 8.0,
  "charge": 0
}